Formula: C48H120F12N12O30S12
Source: OMol25
Level of theory: the ωB97M-V functional and the def2-TZVPD basis

Structure (XYZ):
```
234
Properties=species:S:1:pos:R:3:lowdin_charge:R:1
C -0.58811 -2.45692 1.18001 -0.045
C 0.19453 -2.08675 -0.04353 -0.160
N 0.11324 -0.62927 -0.46969 -0.237
C 0.99372 -0.48608 -1.67923 0.027
C -1.26803 -0.23846 -0.81217 -0.158
C -1.47252 1.06484 -1.62749 -0.042
C 0.68023 0.12937 0.71804 -0.064
C 2.15149 -0.02583 1.00205 -0.187
O 2.35657 -1.21099 1.74476 -0.198
C 3.71414 -1.48320 2.07301 -0.070
H -1.59031 -2.06705 1.10483 0.058
H -0.07749 -2.33738 2.13502 0.075
H -0.66952 -3.54715 0.99565 0.093
H -0.17787 -2.68133 -0.88255 0.130
H 1.31102 -2.30225 -0.01299 0.125
H 1.12265 0.54249 -1.95369 0.099
H 0.45001 -1.06369 -2.40305 0.102
H 1.93931 -0.97231 -1.39842 0.068
H -1.78268 -0.10411 0.07128 0.080
H -1.64021 -1.10794 -1.34215 0.096
H -2.52009 1.04019 -1.99575 0.105
H -0.83973 0.97687 -2.53243 0.045
H -1.19223 2.03898 -1.17034 0.044
H 0.18087 -0.14020 1.65121 0.134
H 0.39629 1.08710 0.44203 0.089
H 2.39422 0.87173 1.54180 0.131
H 2.72352 0.05996 0.07799 0.120
H 4.37004 -1.20313 1.22604 0.087
H 3.80159 -2.52123 2.35766 0.080
H 3.94482 -0.90414 2.96842 0.092
C -5.94716 -1.57006 6.85302 -0.036
C -4.73942 -1.47504 5.91009 -0.140
N -4.35575 -2.73318 5.12911 -0.241
C -4.08043 -3.84470 6.09282 0.035
C -5.53483 -3.17310 4.25038 -0.139
C -6.11735 -2.03630 3.38675 -0.031
C -3.10949 -2.47731 4.30240 -0.044
C -1.76794 -2.70056 4.99785 -0.234
O -1.78754 -2.13673 6.25065 -0.201
C -0.50873 -2.23361 6.91406 -0.049
H -6.30598 -0.56432 7.06964 0.077
H -5.73118 -2.03369 7.81709 0.089
H -6.75008 -2.08866 6.37059 0.061
H -3.78724 -1.34371 6.45410 0.132
H -4.85909 -0.75254 5.12279 0.094
H -4.98604 -4.13161 6.51313 0.083
H -3.31399 -3.60059 6.82321 0.114
H -3.70986 -4.63822 5.42765 0.118
H -6.37207 -3.54646 4.77801 0.107
H -5.14192 -4.04107 3.69591 0.095
H -6.75738 -1.40065 3.99873 0.080
H -6.73143 -2.49249 2.65918 0.082
H -5.40877 -1.46273 2.90475 0.030
H -3.24650 -1.43020 4.04121 0.106
H -3.19197 -3.11243 3.37024 0.133
H -0.94144 -2.32669 4.31712 0.141
H -1.47841 -3.70482 5.05924 0.073
H 0.38291 -1.86168 6.32665 0.097
H -0.20075 -3.24465 7.20212 0.081
H -0.53683 -1.59924 7.79012 0.082
C -3.81762 1.28625 2.05139 -0.030
C -2.78923 2.44738 1.89382 -0.167
N -2.90463 3.64213 2.78410 -0.258
C -1.85491 4.60847 2.30378 0.022
C -4.37317 4.10643 2.68574 -0.145
C -4.63681 5.57197 3.05876 -0.063
C -2.54191 3.32039 4.23331 -0.087
C -3.42380 2.62305 5.26070 -0.161
O -4.38976 3.52226 5.89470 -0.180
C -5.40108 2.76695 6.57588 -0.090
H -4.87305 1.60359 2.01587 0.079
H -3.66965 0.52365 2.83971 0.065
H -3.74480 0.83115 1.00386 0.097
H -2.86132 2.81798 0.89129 0.113
H -1.76084 2.12835 2.04911 0.121
H -0.87760 4.09855 2.52713 0.124
H -1.81897 5.50507 2.97576 0.123
H -2.02331 4.82430 1.19207 0.114
H -4.97994 3.45259 3.28245 0.105
H -4.66196 4.01325 1.60570 0.146
H -4.28410 5.89422 4.07267 0.095
H -5.71293 5.70722 2.96736 0.082
H -4.11474 6.28151 2.38108 0.083
H -2.32055 4.25205 4.78378 0.154
H -1.62770 2.76209 4.13867 0.055
H -2.73587 2.30098 6.04874 0.092
H -3.93051 1.79582 4.85494 0.087
H -5.02648 2.22341 7.42437 0.084
H -5.85462 2.04870 5.91759 0.067
H -6.17481 3.45537 6.94957 0.098
C 6.93620 2.64331 -6.49553 -0.036
C 5.44998 2.59432 -6.09556 -0.144
N 4.95431 1.23465 -5.58328 -0.234
C 4.93978 0.28929 -6.74427 0.036
C 5.85631 0.63627 -4.50417 -0.160
C 6.35827 1.60176 -3.44556 -0.057
C 3.66154 1.43345 -4.90097 -0.067
C 2.64389 2.32888 -5.71955 -0.166
O 1.34325 2.16646 -5.15086 -0.223
C 0.55909 1.08068 -5.55491 -0.085
H 7.25633 3.69751 -6.54732 0.100
H 7.06097 2.23585 -7.49720 0.079
H 7.59304 2.10696 -5.83815 0.058
H 4.81414 2.94466 -6.83638 0.056
H 5.42762 3.26652 -5.22401 0.122
H 5.82500 0.45120 -7.32360 0.089
H 4.15739 0.52345 -7.47607 0.121
H 4.84843 -0.77326 -6.45342 0.104
H 6.69343 0.14009 -4.96811 0.131
H 5.22582 -0.08756 -4.03073 0.078
H 6.49828 1.12470 -2.41853 0.105
H 5.62204 2.41407 -3.24338 0.082
H 7.32538 2.03459 -3.72448 0.072
H 3.76950 2.14674 -4.01102 0.143
H 3.20801 0.51057 -4.61193 0.106
H 2.61801 2.23385 -6.76471 0.085
H 2.87477 3.35249 -5.54765 0.096
H -0.16712 0.89632 -4.72282 0.085
H 1.17158 0.12150 -5.60656 0.097
H 0.09309 1.28588 -6.52837 0.091
C 1.59037 -11.00697 2.79958 -0.055
C 1.53667 -9.65638 2.16250 -0.189
N 0.17615 -9.33002 1.70447 -0.266
C -0.24275 -10.16835 0.57127 0.000
C -0.85213 -9.28726 2.84252 -0.155
C -2.30031 -9.01118 2.51723 -0.029
C 0.29560 -7.89077 1.18531 -0.090
C 0.66337 -6.88342 2.19613 -0.205
O 0.85723 -5.60411 1.56493 -0.169
C 1.89416 -4.84831 2.21774 -0.064
H 2.63611 -11.39209 2.66329 0.111
H 0.99096 -11.70387 2.25099 0.068
H 1.41897 -11.08121 3.84058 0.071
H 2.24171 -9.58583 1.34024 0.145
H 1.69772 -8.91310 2.93946 0.091
H -0.80076 -11.03335 0.93914 0.106
H 0.57639 -10.65410 0.03744 0.117
H -0.97587 -9.64591 -0.05791 0.119
H -0.46583 -8.56519 3.52937 0.081
H -0.70761 -10.21135 3.36988 0.124
H -2.86208 -9.79177 2.02233 0.077
H -2.35536 -8.03417 1.96452 0.075
H -2.68578 -8.88395 3.58381 0.123
H -0.65477 -7.67612 0.68673 0.122
H 1.09629 -7.91282 0.40578 0.162
H 1.60960 -7.19887 2.72992 0.134
H -0.12052 -6.72301 2.91634 0.101
H 2.02070 -3.91004 1.69172 0.062
H 2.79081 -5.43065 2.20316 0.086
H 1.64324 -4.55410 3.26296 0.098
C 4.06598 6.49735 -4.49309 -0.062
C 3.33991 7.03574 -5.68673 -0.186
N 1.84362 7.33544 -5.51512 -0.234
C 1.32658 7.89760 -6.76217 0.010
C 1.27308 5.89763 -5.37015 -0.141
C -0.23789 5.73469 -5.46272 -0.036
C 1.67857 8.09223 -4.22835 -0.080
C 0.44355 8.96320 -4.25596 -0.230
O 0.54154 10.09904 -5.07621 -0.188
C -0.65095 10.52074 -5.79948 -0.067
H 3.50803 5.65992 -4.00803 0.079
H 4.21967 7.22874 -3.71868 0.074
H 5.02536 6.11038 -4.85719 0.092
H 3.48113 6.47587 -6.68207 0.096
H 3.80860 8.02977 -5.80336 0.140
H 1.81447 7.31218 -7.52051 0.074
H 1.54996 8.98641 -6.78331 0.126
H 0.25365 7.83012 -6.83067 0.089
H 1.60724 5.58217 -4.39920 0.065
H 1.90005 5.31754 -6.08219 0.105
H -0.69570 6.21741 -4.64723 0.019
H -0.47382 4.66628 -5.40024 0.097
H -0.66866 6.05604 -6.41291 0.070
H 2.56027 8.77307 -4.14038 0.147
H 1.73662 7.43620 -3.33929 0.138
H 0.26427 9.17807 -3.16970 0.142
H -0.41565 8.32485 -4.52851 0.104
H -1.23006 9.70997 -6.22432 0.079
H -0.41106 11.25534 -6.56653 0.088
H -1.38582 11.05831 -5.16945 0.092
N -0.17648 2.36607 6.13286 -0.297
S 0.05218 1.28615 4.96440 0.518
O 0.66065 1.96130 3.85315 -0.292
O -1.16555 0.51768 4.62590 -0.312
F 1.10207 0.20425 5.35659 -0.144
S -0.64781 2.12276 7.61514 0.520
O -1.59920 1.01534 7.86332 -0.313
O -0.87477 3.32344 8.32560 -0.260
F 0.79296 1.67686 8.21249 -0.206
N 2.51302 5.34105 -8.61521 -0.320
S 3.91626 4.79937 -8.80844 0.446
O 4.04898 3.37316 -8.92737 -0.284
O 4.77353 5.53162 -7.89357 -0.300
F 4.17943 5.20411 -10.24520 -0.115
S 1.07244 4.69379 -8.81809 0.574
O 0.04727 5.69757 -8.82344 -0.267
O 0.92458 3.50157 -7.97182 -0.292
F 1.10952 4.08085 -10.29030 -0.166
N -0.01221 -7.69028 5.92465 -0.284
S 1.55904 -7.79373 6.37863 0.459
O 2.22626 -6.65399 6.81441 -0.230
O 2.13949 -8.53678 5.30442 -0.295
F 1.42567 -8.72012 7.55223 -0.105
S -0.71230 -6.35908 5.87987 0.384
O -1.24317 -5.72205 7.01880 -0.252
O -1.63742 -6.54273 4.84607 -0.303
F 0.27191 -5.28736 5.19386 -0.194
N 0.30606 5.30732 -2.32828 -0.291
S 0.78673 3.79325 -2.06322 0.556
O 0.46849 3.13132 -0.83025 -0.298
O 2.16136 3.67359 -2.49716 -0.282
F -0.12403 3.02733 -3.14578 -0.186
S -1.02805 5.96634 -1.85122 0.506
O -1.37459 7.04306 -2.73924 -0.284
O -1.12226 6.23419 -0.47033 -0.277
F -2.16619 4.81517 -2.05035 -0.200
N 4.06177 -1.96783 -3.14070 -0.326
S 3.20258 -2.72971 -4.24646 0.524
O 3.52238 -4.09219 -4.36101 -0.236
O 3.06491 -1.95074 -5.41848 -0.277
F 1.77877 -2.62646 -3.45962 -0.203
S 4.54843 -2.43499 -1.77527 0.470
O 5.47931 -3.47532 -1.72281 -0.238
O 3.51862 -2.38318 -0.80173 -0.283
F 5.53409 -1.15715 -1.49120 -0.215
N -4.24651 -4.56143 -0.28213 -0.296
S -3.88699 -3.02548 -0.57367 0.509
O -2.73277 -2.75521 -1.37568 -0.284
O -4.14280 -2.17672 0.55080 -0.297
F -5.04699 -2.78439 -1.57299 -0.146
S -4.05375 -5.40647 1.01775 0.502
O -4.86833 -6.55296 0.94854 -0.252
O -4.10568 -4.63016 2.21265 -0.317
F -2.50034 -5.90142 0.96154 -0.205
```

Output
Highest occupied orbital energy: -9.6 eV
HOMO-LUMO gap: 0.355 Eh
ΔE to the lowest compared entry with this formula, charge and spin: 0.00 kcal per mole
LUMO: 0.043 eV